# 1
4 unconnected molecules or ions with the total composition C17H20N4O3Si at a distorted geometry. Source: the Open Molecules 2025 dataset; level of theory: the ωB97M-V functional and the def2-TZVPD basis.

Results
**Gap between HOMO and LUMO**: 9.59 eV
**HOMO energy**: -0.350 Eh
**LUMO level**: 0.0553 eV
**SMILES**: O=CC[SiH2]ON=O.c1ccncc1.c1ccncc1.c1ccncc1
**Total energy**: -1393.9322 Ha

Cartesian coordinates (Å):
1 H -4.622 3.776 -0.564
2 C -2.452 1.615 0.480
3 C -2.547 -0.866 4.533
4 C -1.380 1.479 3.840
5 C 3.645 0.589 -5.725
6 H -3.240 2.433 4.331
7 C -1.238 -0.777 4.084
8 H 2.849 -2.261 -4.106
9 C -4.206 2.798 -0.348
10 H -2.580 -0.529 0.471
11 Si 1.355 -0.811 0.948
12 N 3.822 -0.675 -3.250
13 H 2.487 -1.883 -1.052
14 H 4.636 -1.546 1.012
15 C -3.288 0.300 4.631
16 H -1.467 1.646 0.933
17 C 4.314 0.548 -3.444
18 H 3.291 -0.437 -0.514
19 H 3.576 1.080 -6.688
20 H 2.648 -1.214 -6.355
21 H -4.314 0.273 4.975
22 H -0.622 -1.664 3.991
23 O -0.406 -3.666 0.422
24 H 4.666 2.215 -4.751
25 H -4.854 -0.503 -0.564
26 C -2.696 1.500 4.275
27 H 1.636 -1.300 2.310
28 N -0.652 0.369 3.741
29 H -0.878 2.395 3.546
30 C -3.073 0.402 0.225
31 H 1.230 0.653 0.987
32 O -0.147 -1.524 0.500
33 H -5.898 1.703 -1.091
34 C -4.333 0.421 -0.349
35 H 4.782 1.006 -2.579
36 C 3.242 -1.267 -4.292
37 C 3.754 -2.106 0.651
38 H -2.972 -1.824 4.797
39 O 3.605 -3.227 0.956
40 N 0.070 -2.775 -0.151
41 C 2.786 -1.328 -0.180
42 C 4.251 1.222 -4.653
43 C 3.129 -0.684 -5.545
44 C -4.915 1.644 -0.643
45 N -2.994 2.800 0.205

---

# 2
A single C17H20N6O2 molecule at a distorted geometry. Source: the Open Molecules 2025 dataset; level of theory: the ωB97M-V functional and the def2-TZVPD basis.

Results
**Gap between HOMO and LUMO**: 8.57 eV
**HOMO energy**: -0.308 Eh
**LUMO level**: 0.1901 eV
**SMILES**: C[C@H]1CCCN(C(=O)Cn2c(-c3nonc3N)nc3ccccc32)C1
**Total energy**: -1138.8163 Ha

Cartesian coordinates (Å):
1 N -2.177 -1.050 1.622
2 C 0.383 -0.710 -0.908
3 C -3.290 1.448 0.560
4 C 3.920 2.332 -0.794
5 C 0.406 -4.219 1.938
6 H 1.088 2.499 -1.148
7 N 2.613 0.292 -1.137
8 H 1.209 3.798 -2.333
9 H 4.688 0.341 -1.148
10 H 3.914 0.549 0.445
11 H -4.805 1.562 1.910
12 C 3.860 0.817 -0.611
13 C -2.136 0.742 0.030
14 H -0.116 0.080 -1.472
15 C 3.711 2.690 -2.264
16 N -0.511 -1.135 0.127
17 H 3.150 2.798 -0.181
18 C 1.172 2.719 -2.209
19 C 2.418 2.074 -2.810
20 H 1.109 -5.037 1.994
21 C -1.604 -0.460 0.594
22 C 1.689 -0.184 -0.280
23 H -0.722 -4.944 3.604
24 O 1.869 -0.245 0.920
25 H 4.889 2.698 -0.453
26 H 0.273 2.353 -2.698
27 C -0.643 -4.164 2.861
28 H 0.612 -1.560 -1.560
29 H 3.287 0.113 -3.080
30 N -1.734 1.393 -1.030
31 C 2.438 0.559 -2.546
32 O -2.558 2.440 -1.188
33 N -3.511 2.479 -0.220
34 H 1.385 -3.296 0.262
35 H -3.675 0.211 2.073
36 H 3.682 3.774 -2.382
37 H -2.378 -3.100 3.558
38 N -3.952 1.095 1.663
39 H 1.524 0.103 -2.919
40 H 4.556 2.314 -2.846
41 C 0.567 -3.256 0.965
42 C -1.424 -2.159 1.875
43 C -1.569 -3.145 2.847
44 C -0.358 -2.223 0.944
45 H 2.394 2.222 -3.895

---

# 3
A molecular structure, C17H21AuN2OS. Source: the Open Molecules 2025 dataset; level of theory: the ωB97M-V functional and the def2-TZVPD basis.

Results
**Gap between HOMO and LUMO (alpha / beta)**: 5.86 / 5.86 eV
**HOMO energy (alpha / beta)**: -0.562 / -0.562 Eh
**LUMO level (alpha / beta)**: -9.4237 / -9.4242 eV
**Charge**: +2
**Total energy**: -1378.3640 Ha

Cartesian coordinates (Å):
1 C -2.101 -0.443 -0.539
2 H -3.178 3.031 -1.215
3 H 1.482 -3.899 -2.558
4 H 1.559 -0.082 -2.402
5 C 1.612 -2.846 -2.793
6 H 1.097 -3.378 0.135
7 N 1.198 -0.156 -0.371
8 Au 1.179 1.894 0.036
9 H -2.508 0.112 1.505
10 C -3.305 1.987 -0.938
11 C 1.868 3.831 0.442
12 C 2.979 2.930 0.445
13 C 2.331 3.260 2.686
14 H 2.266 3.166 3.758
15 C 1.402 -2.024 -1.570
16 C 3.208 2.574 1.853
17 C -2.367 -2.749 -1.110
18 C -2.778 -1.989 1.146
19 O -0.928 1.890 0.051
20 H 0.644 4.581 2.198
21 N 1.416 -0.679 -1.603
22 H 1.643 4.570 -0.313
23 H 2.620 -2.708 -3.184
24 C 1.055 -1.186 0.464
25 C -2.468 -0.692 0.780
26 H -1.754 -1.234 -2.511
27 H 0.899 -2.579 -3.574
28 H -2.344 -3.547 -1.840
29 H 3.957 1.861 2.175
30 S -1.725 1.185 -1.100
31 C 0.826 -0.983 1.921
32 C 1.495 3.997 1.869
33 H -3.988 1.495 -1.631
34 H -3.073 -2.207 2.164
35 C -2.037 -1.454 -1.488
36 C 1.170 -2.378 -0.256
37 H 0.229 -1.797 2.327
38 H -2.995 -4.021 0.494
39 H 3.739 2.819 -0.315
40 H -3.655 1.883 0.087
41 C -2.733 -3.013 0.201
42 H 1.773 -0.969 2.463
43 H 0.292 -0.050 2.111

---

# 4
A molecular structure, C17H21BHgN6O3S at a distorted geometry. Source: the Open Molecules 2025 dataset; level of theory: the ωB97M-V functional and the def2-TZVPD basis.

Results
**Gap between HOMO and LUMO**: 8.19 eV
**HOMO energy**: -0.321 Eh
**LUMO level**: -0.5428 eV
**Total energy**: -1791.0637 Ha

Cartesian coordinates (Å):
1 H -3.695 -4.210 1.931
2 H -4.734 2.587 1.932
3 C -4.272 1.723 1.513
4 N -3.685 -1.916 -1.338
5 O 1.956 2.562 2.690
6 H 0.318 -2.580 1.939
7 H -0.844 2.036 -1.036
8 H -0.898 1.002 -2.478
9 C -0.282 1.212 -1.622
10 C -4.390 -2.395 -2.395
11 H 3.268 3.735 0.113
12 C 7.411 1.682 -0.534
13 O 1.160 0.533 1.510
14 H -1.196 -4.585 3.009
15 Hg -0.478 -0.299 -0.114
16 C 3.333 1.694 0.733
17 N -1.488 -2.025 0.994
18 C 5.206 2.854 -0.284
19 H 7.534 1.935 -1.593
20 C 5.441 0.531 0.399
21 H -2.117 2.322 1.221
22 C 5.990 1.696 -0.142
23 O 1.043 2.772 0.446
24 C -4.862 0.490 1.186
25 C -3.655 -2.184 -3.547
26 H 0.544 0.280 -1.763
27 H 5.621 3.773 -0.717
28 H 7.785 0.680 -0.323
29 H -1.653 -1.250 -3.743
30 C -2.454 -1.563 -3.114
31 H -5.351 -2.856 -2.277
32 H 6.057 -0.353 0.496
33 C -1.525 -3.823 2.329
34 N -2.763 -2.547 0.975
35 N -3.896 -0.319 0.677
36 C -0.731 -2.802 1.795
37 C -2.911 1.591 1.164
38 N -2.697 0.342 0.705
39 H 3.653 -0.358 1.270
40 N -2.455 -1.409 -1.805
41 C 3.892 2.825 0.157
42 H -3.917 -2.432 -4.569
43 C 4.098 0.522 0.823
44 C -2.796 -3.637 1.786
45 H -5.873 0.175 1.299
46 B -3.934 -1.828 0.204
47 H 7.895 2.437 0.091
48 H 0.636 1.748 -1.863
49 S 1.703 1.936 1.424
50 H -4.992 -2.306 0.447

---

# 5
A molecular structure, C17H21Cl3N6O2SV. Source: the Open Molecules 2025 dataset; level of theory: the ωB97M-V functional and the def2-TZVPD basis.

Results
**Gap between HOMO and LUMO (alpha / beta)**: 6.94 / 7.17 eV
**HOMO energy (alpha / beta)**: -0.524 / -0.525 Eh
**Spin multiplicity**: 2
**LUMO level (alpha / beta)**: -7.3195 / -7.1163 eV
**Charge**: +2
**Total energy**: -3861.6885 Ha

Cartesian coordinates (Å):
1 Cl -0.203 -5.275 5.110
2 N 0.226 1.085 0.603
3 H 3.074 -1.916 -5.158
4 H 2.720 2.850 1.331
5 C -0.978 -2.494 2.418
6 Cl -2.043 -1.139 2.143
7 C 1.105 5.608 0.991
8 C 0.361 -4.142 -3.467
9 V -0.736 -0.509 -0.321
10 C 0.861 -3.789 1.578
11 C -2.494 -0.310 -1.158
12 H -0.410 3.549 3.369
13 H -2.149 4.803 1.923
14 C 0.804 -4.571 2.723
15 H -3.388 -0.605 -2.995
16 N -0.116 -3.102 -2.694
17 C -0.040 -2.750 1.432
18 H -1.789 -3.050 4.333
19 H 1.904 -0.585 -5.044
20 N 1.470 -2.290 -3.899
21 H -4.038 -1.629 -1.724
22 C 0.564 -1.981 -2.963
23 C -0.147 -4.298 3.697
24 C 1.352 -3.628 -4.224
25 C 2.434 -1.353 -4.486
26 H -0.100 5.898 2.732
27 H 1.223 4.918 0.150
28 N 1.539 1.308 0.445
29 H 1.984 -4.087 -4.963
30 C -1.058 -3.253 3.565
31 H 1.500 -5.387 2.852
32 H 3.030 -0.906 -3.695
33 C 0.376 3.881 2.693
34 S 0.431 -0.369 -2.332
35 H 1.296 4.005 3.264
36 H -1.584 5.942 0.702
37 C 0.001 5.153 1.937
38 C -3.697 -0.617 -1.943
39 H -4.480 0.120 -1.777
40 H 0.859 6.578 0.563
41 H 2.068 5.708 1.496
42 C -1.340 5.018 1.225
43 H -0.848 -3.178 -2.007
44 O -2.240 0.737 -0.568
45 Cl 2.027 -4.107 0.354
46 O -0.039 -1.942 0.332
47 C 1.774 2.356 1.193
48 H -0.042 -5.136 -3.404
49 N 0.628 2.735 1.789
50 H -1.316 4.222 0.476
51 N -0.333 1.928 1.406

---

# 6
A molecular structure, C17H21ClF4IN3OP at a distorted geometry. Source: the Open Molecules 2025 dataset; level of theory: the ωB97M-V functional and the def2-TZVPD basis.

Results
**Gap between HOMO and LUMO**: 6.66 eV
**HOMO energy**: -0.422 Eh
**LUMO level**: -4.8260 eV
**Charge**: +1
**Total energy**: -2398.3102 Ha

Cartesian coordinates (Å):
1 C -1.914 -0.524 0.926
2 C 1.016 1.607 1.419
3 C 3.745 1.273 -3.094
4 H 2.860 -1.017 1.820
5 C 5.173 -0.449 -3.988
6 H -1.281 0.255 3.767
7 H 0.391 -0.354 1.953
8 N -2.405 0.906 -1.265
9 F -6.945 0.201 2.514
10 C 5.904 1.845 -3.978
11 H -5.181 -1.120 0.066
12 H -4.091 -2.331 0.709
13 H -4.098 -0.769 2.915
14 H 5.337 -1.495 -4.211
15 H 1.522 -2.130 1.653
16 C 2.271 -1.569 1.088
17 F -5.740 1.046 0.950
18 C -1.167 0.961 -0.792
19 F -5.183 1.300 3.068
20 C 0.478 0.201 1.021
21 C 4.712 2.227 -3.381
22 H 0.909 -1.272 -0.497
23 H 7.061 0.212 -4.752
24 H 2.849 -2.306 0.536
25 H -1.860 -1.075 4.591
26 C -4.865 -0.854 2.151
27 O -2.534 -2.821 2.566
28 C -5.667 0.452 2.149
29 H -2.355 -3.352 1.777
30 H -5.545 -1.631 2.495
31 H 2.145 0.026 -0.420
32 H 1.587 1.496 2.339
33 Cl -2.803 1.810 -2.669
34 H 2.802 1.541 -2.635
35 C 1.490 -0.619 0.161
36 H 1.740 1.913 0.670
37 F 3.048 -0.973 -3.112
38 N -1.923 -0.529 3.736
39 I 0.298 2.089 -1.778
40 C 6.133 0.510 -4.283
41 P -1.496 -1.552 2.431
42 N -3.409 0.224 -0.793
43 C -0.897 0.223 0.381
44 C 3.992 -0.049 -3.400
45 C -4.365 -1.281 0.770
46 H 4.534 3.267 -3.139
47 H 0.249 2.376 1.489
48 H 6.656 2.589 -4.205
49 C -3.181 -0.479 0.279

---

# 7
A single C17H21ClN2O4 molecule. Source: the Open Molecules 2025 dataset; level of theory: the ωB97M-V functional and the def2-TZVPD basis.

Results
**Gap between HOMO and LUMO**: 9.22 eV
**HOMO energy**: -0.315 Eh
**LUMO level**: 0.6524 eV
**SMILES**: CCOCCOC(=O)C1=C(C)N(C)C(=O)N[C@H]1c1ccccc1Cl
**Total energy**: -1531.0961 Ha

Cartesian coordinates (Å):
1 H 1.248 0.715 -1.801
2 H -0.280 3.106 0.135
3 Cl -1.622 -1.201 -1.585
4 C -0.673 -2.127 -0.471
5 H 0.192 -2.360 2.765
6 N -2.970 1.148 -0.092
7 H 0.011 -3.408 -2.036
8 H 1.514 -4.232 1.878
9 H 2.715 2.911 1.398
10 O 3.851 0.493 -0.626
11 C 0.851 -3.946 -0.138
12 C -0.887 0.664 0.946
13 H 2.531 0.229 -2.927
14 C -1.672 1.490 0.211
15 H -1.116 2.791 -1.382
16 H -4.713 1.423 -1.128
17 O -4.737 -0.276 0.147
18 C 0.061 -3.187 -0.981
19 C 0.497 0.867 1.373
20 O 1.203 1.761 0.649
21 H -1.248 -0.674 2.568
22 H -1.971 3.584 -0.060
23 H 2.879 2.252 -1.144
24 H 3.397 -1.366 -1.142
25 C 0.896 -3.648 1.213
26 N -2.841 -0.755 1.244
27 C 1.931 -0.086 -2.075
28 H -3.296 -1.593 1.573
29 H -3.291 2.149 -1.908
30 C 0.147 -2.599 1.714
31 H 2.232 -0.658 -0.011
32 O 0.993 0.240 2.286
33 C -1.422 -0.650 1.482
34 H 1.344 -0.953 -2.359
35 C 2.587 1.916 0.961
36 C -3.788 1.971 -0.955
37 C -3.585 -0.004 0.408
38 H 2.880 1.157 1.693
39 C 2.838 -0.457 -0.905
40 H -4.033 2.926 -0.485
41 H 4.365 2.350 -0.167
42 C -1.231 2.824 -0.299
43 C 3.434 1.797 -0.312
44 H 1.428 -4.765 -0.538
45 C -0.649 -1.816 0.885

---

# 8
A molecular structure, C17H21INO5S2. Source: the Open Molecules 2025 dataset; level of theory: the ωB97M-V functional and the def2-TZVPD basis.

Results
**Gap between HOMO and LUMO**: 8.93 eV
**HOMO energy**: -0.234 Eh
**LUMO level**: 2.5462 eV
**Charge**: -1
**Total energy**: -2185.4614 Ha

Cartesian coordinates (Å):
1 C 2.039 -4.758 -1.668
2 C -4.726 -0.193 3.268
3 S 0.148 2.231 0.454
4 C -1.185 1.456 -0.512
5 C 1.705 -2.464 -2.312
6 C 4.370 0.127 -0.965
7 C -4.408 1.040 2.715
8 C 3.434 2.390 -0.177
9 N 0.884 3.140 -0.621
10 H 5.251 2.110 -1.341
11 H -7.543 0.660 4.947
12 H 1.472 -1.439 -2.046
13 H -2.046 2.118 -0.419
14 H -1.218 -0.766 -0.581
15 H 3.042 2.050 0.775
16 H 5.184 -0.535 -0.667
17 S 2.113 2.503 -1.417
18 H 1.981 -2.027 -4.391
19 C 1.723 -3.448 -1.333
20 C -5.854 -0.331 4.068
21 C -1.486 0.100 0.047
22 H -4.980 3.097 2.533
23 H 2.541 -4.360 -4.991
24 H 2.586 -6.108 -3.244
25 H -0.821 1.409 -1.538
26 C 1.998 -2.795 -3.628
27 H 1.492 -3.189 -0.308
28 C 2.313 -4.105 -3.964
29 I 4.084 4.413 0.225
30 H 2.055 -5.524 -0.902
31 C 2.336 -5.087 -2.983
32 H -6.099 -1.295 4.497
33 C -6.667 0.766 4.319
34 C 4.663 1.587 -0.584
35 H 4.253 0.047 -2.049
36 C -6.353 2.000 3.765
37 O -0.493 3.067 1.438
38 C -5.226 2.135 2.964
39 O -1.988 -0.081 1.123
40 O 1.796 1.185 -1.936
41 O 0.931 1.124 0.975
42 H -3.524 1.130 2.095
43 H -6.986 2.857 3.959
44 H 3.411 -0.196 -0.557
45 O 2.584 3.439 -2.409
46 H -4.088 -1.044 3.071
47 H 5.300 1.563 0.308